# 1
{"formula": "C6H12", "method": "the ωB97M-V functional and the def2-TZVPD basis", "smiles": "CC[C@H]1C[C@H]1C", "orbital_gap_ev": 10.23, "lumo_ev": 1.20, "homo_ev": -9.04, "de_lowest_kj_mol": 291.15, "species": ["C", "C", "C", "C", "C", "C", "H", "H", "H", "H", "H", "H", "H", "H", "H", "H", "H", "H"], "positions_angstrom": [[1.914, 1.140, -0.352], [1.288, -0.272, 0.472], [0.089, -0.882, -0.210], [-0.998, -1.684, 0.493], [-1.306, -0.333, -0.076], [-1.593, 0.835, 0.836], [1.907, 0.800, -1.365], [1.320, 2.084, -0.264], [2.929, 1.409, 0.001], [1.298, 0.613, 1.075], [2.125, -0.973, 0.506], [0.324, -1.273, -1.207], [-0.933, -1.776, 1.574], [-1.415, -2.563, -0.002], [-1.878, -0.332, -1.001], [-2.640, 0.828, 1.160], [-1.406, 1.786, 0.323], [-0.962, 0.801, 1.730]]}


# 2
{"formula": "C6H12", "method": "the ωB97M-V functional and the def2-TZVPD basis", "smiles": "C1=CC1.C=C.C", "orbital_gap_ev": 10.19, "lumo_ev": 1.16, "homo_ev": -9.02, "de_lowest_kj_mol": 451.92, "species": ["C", "C", "C", "H", "H", "H", "H", "C", "C", "H", "H", "H", "H", "C", "H", "H", "H", "H"], "positions_angstrom": [[-0.215, -1.601, -0.553], [-1.298, -0.906, -0.475], [-0.835, -1.521, 0.803], [0.459, -2.144, -1.185], [-2.105, -0.424, -0.993], [-0.379, -0.909, 1.595], [-1.363, -2.396, 1.180], [1.787, 0.694, 0.677], [1.959, -0.371, -0.096], [1.701, 1.687, 0.249], [1.740, 0.613, 1.760], [2.115, -1.358, 0.325], [1.997, -0.283, -1.177], [-1.115, 1.755, 0.313], [-0.305, 1.043, 0.476], [-2.022, 1.411, 0.816], [-1.301, 1.855, -0.760], [-0.792, 2.711, 0.722]]}


# 3
{"formula": "C6H12AgCl6O4P", "method": "the ωB97M-V functional and the def2-TZVPD basis", "charge": -2, "multiplicity": 3, "orbital_gap_ev": [1.89, 6.46], "lumo_ev": [4.30, 4.39], "homo_ev": [2.41, -2.07], "s_squared": 2.008, "species": ["Ag", "P", "O", "O", "O", "O", "Cl", "C", "C", "Cl", "H", "H", "H", "H", "Cl", "C", "C", "Cl", "H", "H", "H", "H", "Cl", "C", "C", "Cl", "H", "H", "H", "H"], "positions_angstrom": [[-1.112, 0.311, 0.182], [-3.090, -0.831, 1.117], [-4.492, -0.890, 1.818], [-2.777, -0.906, -0.383], [-1.691, -0.879, 1.840], [-3.021, 0.712, 1.140], [0.050, -1.269, -1.827], [0.249, -2.344, -3.169], [-0.825, -3.443, -2.990], [-0.570, -4.623, -4.176], [1.239, -2.800, -3.170], [0.324, -1.716, -4.057], [-1.739, -2.913, -3.260], [-0.920, -3.940, -2.025], [-0.706, 2.613, 1.970], [-1.189, 2.324, 3.702], [-0.346, 1.300, 4.418], [1.239, 1.908, 4.757], [-2.200, 1.919, 3.746], [-1.147, 3.265, 4.251], [-0.231, 0.390, 3.829], [-0.735, 0.997, 5.390], [1.018, 1.800, -0.917], [2.776, 2.005, -1.257], [3.331, 0.844, -2.133], [3.378, -0.736, -1.345], [3.309, 2.046, -0.308], [2.897, 3.012, -1.657], [4.301, 1.180, -2.499], [2.679, 0.668, -2.989]]}


# 4
{"formula": "C6H12AlF3O3", "method": "the ωB97M-V functional and the def2-TZVPD basis", "charge": 2, "orbital_gap_ev": 3.72, "lumo_ev": -14.34, "homo_ev": -18.07, "de_lowest_kj_mol": 86.18, "species": ["Al", "C", "O", "O", "C", "F", "F", "F", "C", "C", "H", "H", "H", "H", "H", "H", "C", "C", "O", "H", "H", "H", "H", "H", "H"], "positions_angstrom": [[-4.007, 0.236, -0.820], [-0.260, 1.932, -0.006], [0.037, 1.123, 1.132], [-1.601, 1.788, -0.107], [0.291, 3.370, 0.140], [-0.136, 3.993, 1.205], [1.628, 3.272, 0.198], [0.034, 4.063, -0.970], [1.260, 0.477, 1.168], [1.207, -0.568, 2.292], [0.990, -0.108, 3.258], [0.482, -1.361, 2.094], [2.189, -1.007, 2.475], [2.059, 1.142, 1.572], [1.602, 0.087, 0.197], [0.212, 1.456, -0.882], [0.255, -2.266, -1.184], [-1.275, -2.381, -1.254], [-1.858, -1.305, -1.989], [0.735, -2.362, -2.159], [0.628, -3.081, -0.565], [0.484, -1.249, -0.857], [-1.822, -2.488, -0.315], [-1.555, -3.342, -1.712], [-1.579, -1.422, -2.912]]}


# 5
{"formula": "C6H12AsCl12F6NiO4PY", "method": "the ωB97M-V functional and the def2-TZVPD basis", "multiplicity": 4, "orbital_gap_ev": [4.16, 6.44], "lumo_ev": [-1.52, -1.53], "homo_ev": [-5.68, -7.97], "s_squared": 3.765, "species": ["Y", "Ni", "P", "O", "O", "O", "O", "As", "F", "F", "F", "F", "F", "F", "C", "Cl", "Cl", "H", "H", "C", "Cl", "Cl", "H", "H", "C", "Cl", "Cl", "H", "H", "C", "Cl", "Cl", "H", "H", "C", "Cl", "Cl", "H", "H", "C", "Cl", "Cl", "H", "H"], "positions_angstrom": [[-4.104, -0.228, 0.611], [-1.964, 2.650, 1.299], [-4.184, 2.067, 1.958], [-3.629, 3.472, 1.918], [-3.028, 1.086, 2.094], [-3.537, 1.855, 0.588], [-5.452, 1.317, 1.434], [-0.211, -0.068, -0.415], [-0.602, 1.469, 0.457], [-1.928, -0.480, -0.033], [0.186, -1.618, -1.258], [1.443, 0.525, -0.653], [0.283, -0.722, 1.188], [-0.770, 0.611, -2.001], [-1.774, -2.265, -3.802], [-2.703, -0.870, -4.409], [-1.996, -3.651, -4.854], [-0.718, -2.000, -3.851], [-2.193, -2.425, -2.809], [3.213, 3.079, 0.166], [1.634, 3.831, -0.178], [4.352, 3.587, -1.207], [3.618, 3.331, 1.146], [3.184, 1.990, 0.149], [-2.658, -3.064, 3.602], [-2.388, -1.954, 2.282], [-3.811, -4.285, 3.171], [-1.775, -3.637, 3.884], [-3.077, -2.531, 4.456], [0.880, 0.366, 4.247], [-0.501, -0.528, 5.028], [0.175, 1.678, 3.195], [1.470, 0.835, 5.034], [1.535, -0.302, 3.688], [3.869, -2.026, -1.657], [4.408, -0.815, -0.511], [3.826, -3.640, -0.925], [2.840, -1.826, -1.955], [4.555, -2.014, -2.504], [2.352, 1.470, -3.529], [1.280, 0.375, -4.420], [3.096, 2.482, -4.794], [1.787, 2.084, -2.827], [3.019, 0.786, -3.004]]}


# 6
{"formula": "C6H12BBrCuO4P", "method": "the ωB97M-V functional and the def2-TZVPD basis", "charge": 1, "multiplicity": 2, "orbital_gap_ev": [8.38, 6.55], "lumo_ev": [-5.75, -7.61], "homo_ev": [-14.13, -14.16], "de_lowest_kj_mol": 0.00, "s_squared": 0.759, "species": ["O", "P", "B", "C", "C", "C", "C", "O", "O", "C", "C", "O", "Br", "H", "H", "H", "H", "H", "H", "H", "H", "H", "H", "H", "H", "Cu"], "positions_angstrom": [[1.662, -1.592, 2.628], [0.604, -0.943, 1.759], [1.161, -1.172, -0.121], [-0.023, -0.803, -1.196], [-1.484, -1.009, -0.782], [-2.251, 0.308, -0.817], [-2.281, 1.067, 0.463], [-2.111, 0.603, 1.561], [-2.512, 2.369, 0.346], [2.587, -0.404, -0.328], [2.633, 1.051, -0.619], [3.440, 1.630, -1.220], [1.109, 2.282, 0.042], [0.570, 0.451, 2.130], [-0.636, -1.465, 2.127], [1.359, -2.361, -0.125], [0.218, -1.439, -2.024], [0.051, 0.201, -1.563], [-1.987, -1.668, -1.456], [-1.570, -1.472, 0.179], [-3.265, 0.161, -1.134], [-1.817, 0.980, -1.535], [-2.292, 2.674, -0.537], [3.118, -0.857, -1.137], [3.210, -0.539, 0.537], [0.507, 1.946, 2.820]]}


# 7
{"formula": "C6H12BO6", "method": "the ωB97M-V functional and the def2-TZVPD basis", "charge": -1, "orbital_gap_ev": 7.02, "lumo_ev": 3.14, "homo_ev": -3.88, "species": ["O", "C", "O", "C", "C", "C", "C", "O", "O", "C", "O", "B", "O", "H", "H", "H", "H", "H", "H", "H", "H", "H", "H", "H", "H"], "positions_angstrom": [[3.637, -0.300, 0.770], [2.875, 0.563, 0.746], [2.261, 0.913, -0.360], [1.176, 1.849, -0.209], [-0.147, 1.308, -0.690], [-0.532, -0.067, -0.190], [0.361, -1.249, -0.619], [-0.452, -2.380, -0.826], [0.317, -3.509, -0.475], [-1.060, -0.189, 1.278], [-2.437, -0.500, 1.254], [-2.913, -0.007, -0.042], [-1.722, -0.307, -0.923], [2.660, 1.139, 1.650], [1.101, 2.221, 0.801], [1.426, 2.713, -0.815], [-0.221, 1.287, -1.762], [-0.916, 1.982, -0.346], [1.111, -1.474, 0.133], [0.849, -0.981, -1.552], [1.179, -3.331, -0.867], [-1.014, 0.730, 1.875], [-0.623, -1.001, 1.850], [-3.085, 1.219, -0.127], [-3.831, -0.629, -0.555]]}


# 8
{"formula": "C6H12BrMoN2", "method": "the ωB97M-V functional and the def2-TZVPD basis", "charge": 1, "multiplicity": 3, "orbital_gap_ev": [7.24, 6.37], "lumo_ev": [-3.98, -3.94], "homo_ev": [-11.22, -10.30], "de_lowest_kj_mol": 7.19, "s_squared": 2.074, "species": ["C", "Mo", "N", "H", "H", "H", "H", "H", "H", "H", "H", "Br", "C", "C", "C", "C", "N", "C", "H", "H", "H", "H"], "positions_angstrom": [[-0.337, -0.448, -2.989], [-0.471, -1.252, -0.893], [-0.866, -2.630, 0.760], [0.334, -2.572, -1.471], [-0.027, -2.689, 1.337], [-0.950, -1.343, -2.576], [0.112, -0.862, -3.893], [0.513, -0.132, -2.331], [-1.023, 0.385, -3.156], [-1.626, -2.271, 1.335], [-1.110, -3.582, 0.476], [1.408, 1.176, 4.157], [0.848, 1.332, 2.369], [0.769, 2.579, 1.754], [0.333, 2.658, 0.428], [-0.032, 1.509, -0.264], [0.054, 0.278, 0.352], [0.517, 0.166, 1.657], [1.049, 3.466, 2.301], [0.266, 3.603, -0.108], [-0.372, 1.484, -1.320], [0.611, -0.854, 2.074]]}